Density functional theory data (ωB97M-V/def2-TZVPD) for the molecule C18H24N2O3S2.

Computed properties:
energy relative to the best compared isomer or geometry (same formula, charge and spin)	23.4	kJ/mol
SMILES	CCCSCCCNC(=O)c1ccc(NC(=O)C2=CSCCO2)cc1
LUMO	0.37	eV
Kohn-Sham gap	8.708	eV
HOMO energy	-0.3064	Ha

Atoms and positions in Å:
C: -6.87589 2.61937 1.96713
C: -6.92801 1.22751 1.35240
C: -6.77224 1.27132 -0.16049
S: -5.12193 1.84634 -0.69013
C: -4.14572 0.32277 -0.47071
C: -4.27677 -0.61354 -1.66250
C: -3.47745 -1.90244 -1.44968
N: -2.06612 -1.64745 -1.30104
C: -1.43386 -1.74394 -0.10546
O: -1.98902 -2.15604 0.89611
C: 0.00189 -1.34635 -0.11831
C: 0.86061 -1.97996 0.77729
C: 2.19788 -1.65318 0.81988
C: 2.70919 -0.66702 -0.02585
N: 4.06694 -0.37792 0.05774
C: 4.80443 0.50915 -0.66773
O: 4.38222 1.22124 -1.55700
C: 6.23563 0.52955 -0.25703
C: 7.08211 1.35069 -0.89405
S: 8.75639 1.59124 -0.50937
C: 8.77357 0.66089 1.05795
C: 7.94169 -0.60448 0.90426
O: 6.56516 -0.33313 0.76619
C: 1.84988 -0.00878 -0.90314
C: 0.51220 -0.35000 -0.94550
H: -6.94558 2.56123 3.05042
H: -5.94075 3.10811 1.70368
H: -7.69744 3.22987 1.59846
H: -6.13868 0.60843 1.78549
H: -7.88524 0.75330 1.58568
H: -6.93610 0.29145 -0.60849
H: -7.47182 1.98256 -0.59851
H: -4.46569 -0.16044 0.45138
H: -3.11537 0.65474 -0.34818
H: -3.92681 -0.10130 -2.56215
H: -5.32484 -0.87858 -1.81619
H: -3.79882 -2.39554 -0.52858
H: -3.63737 -2.58054 -2.29424
H: -1.56880 -1.28988 -2.10011
H: 0.45399 -2.73331 1.43462
H: 2.85760 -2.15679 1.51255
H: 4.58249 -0.89541 0.75910
H: 6.71286 1.95061 -1.70763
H: 9.81106 0.42318 1.28000
H: 8.35977 1.29765 1.83965
H: 8.02251 -1.22441 1.80118
H: 8.29906 -1.17561 0.03689
H: 2.23774 0.76664 -1.54209
H: -0.13656 0.19821 -1.61392

Density functional theory data (ωB97M-V/def2-TZVPD) for the molecule C18H24N2O5 at a distorted geometry.

Computed properties:
energy relative to the best compared isomer or geometry (same formula, charge and spin)	270.0	kJ/mol
SMILES	CCCCCC[C@H]1C[C@@H](CC(=O)Nc2ccc([N+](=O)[O-])cc2)C(=O)O1
LUMO	-0.44	eV
Kohn-Sham gap	8.810	eV
HOMO energy	-0.3398	Ha

Atoms and positions in Å:
C: -2.22356 -3.68598 1.73863
C: -2.93125 -2.99844 0.57774
C: -1.93514 -2.29860 -0.34384
C: -2.63236 -1.56466 -1.48790
C: -1.65954 -0.88871 -2.45544
C: -0.82075 0.24347 -1.86088
C: -1.61661 1.51239 -1.53791
C: -2.30880 1.52208 -0.15897
C: -1.64394 2.65945 0.61625
C: -0.94884 2.22492 1.91935
C: 0.11039 1.17927 1.61366
O: -0.12747 -0.00867 1.63605
N: 1.31400 1.72280 1.27021
C: 2.46277 1.07735 0.83094
C: 2.60145 -0.31268 0.82923
C: 3.77556 -0.88431 0.38851
C: 4.81876 -0.07648 -0.05059
N: 6.04212 -0.67626 -0.50131
O: 6.93718 0.06348 -0.85633
O: 6.11148 -1.88845 -0.50058
C: 4.68981 1.30988 -0.05665
C: 3.51732 1.88031 0.38130
C: -0.61645 3.21863 -0.36438
O: 0.19093 4.07490 -0.11381
O: -0.69598 2.61257 -1.53465
H: -1.54114 -4.44878 1.37033
H: -1.64893 -2.96094 2.31057
H: -2.94263 -4.16018 2.40253
H: -3.50384 -3.73443 0.00819
H: -3.63785 -2.26271 0.96982
H: -1.24958 -3.03965 -0.76099
H: -1.34374 -1.60526 0.25506
H: -3.22108 -2.28944 -2.05620
H: -3.33119 -0.82872 -1.08718
H: -2.22100 -0.49799 -3.30779
H: -0.97188 -1.64658 -2.83604
H: -0.29992 -0.09977 -0.96695
H: -0.06266 0.52886 -2.59404
H: -2.32709 1.71061 -2.34892
H: -3.37993 1.68527 -0.26519
H: -2.15205 0.57338 0.34968
H: -2.34870 3.46086 0.85686
H: -0.50343 3.09913 2.39522
H: -1.68769 1.78397 2.58944
H: 1.35674 2.73471 1.21317
H: 1.79173 -0.93295 1.17448
H: 3.90188 -1.95596 0.38145
H: 5.51249 1.91446 -0.40593
H: 3.40045 2.95385 0.37380

Density functional theory data (ωB97M-V/def2-TZVPD) for the ion C18H24N3O4S with charge +1 at a distorted geometry.

Computed properties:
energy relative to the best compared isomer or geometry (same formula, charge and spin)	0.0	kJ/mol
SMILES	CCN(c1ccccc1)S(=O)(=O)c1ccc(OC)c(NC(=O)C[NH2+]C)c1
LUMO	-2.90	eV
Kohn-Sham gap	7.670	eV
charge	+1
HOMO energy	-0.3883	Ha

Atoms and positions in Å:
C: 2.36535 -3.02448 4.27478
C: 2.79750 -2.58855 2.88002
N: 1.78874 -1.72100 2.30086
C: 2.02972 -0.41202 1.88744
C: 3.24920 -0.01946 1.33772
C: 3.42659 1.27799 0.89335
C: 2.39387 2.19654 0.96990
C: 1.18041 1.81004 1.51473
C: 0.99689 0.52087 1.97669
S: 0.35286 -2.42144 1.82025
O: 0.55315 -3.83445 1.77880
O: -0.76713 -1.90982 2.54973
C: 0.22953 -1.79922 0.13252
C: 1.14591 -2.21195 -0.81191
C: 1.08981 -1.70815 -2.10172
C: 0.11308 -0.78062 -2.44344
O: -0.03983 -0.21213 -3.66859
C: 0.84752 -0.58717 -4.70826
C: -0.81888 -0.37416 -1.46633
N: -1.78923 0.56066 -1.89013
C: -2.72024 1.14888 -1.16310
O: -2.93926 1.02621 0.03908
C: -3.67917 2.12749 -1.90487
N: -4.57480 2.60421 -0.84002
C: -4.51715 4.04142 -0.53801
C: -0.75929 -0.88824 -0.18338
H: 2.21833 -2.15620 4.91250
H: 1.43135 -3.57601 4.21131
H: 3.12552 -3.66397 4.71542
H: 2.92220 -3.46849 2.24195
H: 3.73919 -2.04130 2.93377
H: 4.05981 -0.72646 1.25240
H: 4.37885 1.56959 0.47644
H: 2.53930 3.20678 0.61898
H: 0.37332 2.52333 1.59931
H: 0.06515 0.22185 2.42723
H: 1.89524 -2.93695 -0.53906
H: 1.80835 -2.04133 -2.83188
H: 1.87906 -0.33007 -4.45854
H: 0.77171 -1.65459 -4.92623
H: 0.53250 -0.01602 -5.57938
H: -1.70495 0.77294 -2.87931
H: -3.11573 2.95322 -2.34114
H: -4.21930 1.60549 -2.69490
H: -4.14055 2.01250 -0.00510
H: -5.54320 2.31446 -0.98392
H: -5.14802 4.26164 0.32049
H: -4.86196 4.62970 -1.38734
H: -3.49453 4.32327 -0.29626
H: -1.46681 -0.60486 0.57714

Density functional theory data (ωB97M-V/def2-TZVPD) for the molecule C18H24N4O3.

Computed properties:
energy relative to the best compared isomer or geometry (same formula, charge and spin)	0.0	kJ/mol
SMILES	C[C@@H]1CCCC[C@]12NC(=O)N(CC(=O)NCCc1ccccn1)C2=O
LUMO	0.84	eV
Kohn-Sham gap	9.920	eV
HOMO energy	-0.3338	Ha

Atoms and positions in Å:
C: 2.28536 3.77399 -0.85555
C: 0.76619 3.88560 -0.75520
C: 0.35214 4.97598 0.23381
C: -1.16638 5.09329 0.32321
C: -1.78396 3.76393 0.74453
C: -1.39016 2.66092 -0.23151
C: 0.13768 2.53806 -0.35466
N: 0.73342 1.97031 0.83212
C: 1.19285 0.71397 0.65076
O: 1.67502 -0.02847 1.46720
N: 1.07169 0.44351 -0.71992
C: 1.18444 -0.88682 -1.25085
C: -0.20272 -1.54538 -1.20064
O: -1.14762 -0.99961 -0.67423
N: -0.26460 -2.73523 -1.83359
C: -1.40260 -3.60865 -1.66157
C: -1.13970 -4.64450 -0.55452
C: -0.71310 -3.92336 0.69303
C: -1.63380 -3.47877 1.63307
C: -1.17702 -2.74246 2.71291
C: 0.17944 -2.48443 2.82160
C: 1.01749 -2.97647 1.83507
N: 0.58764 -3.67185 0.79612
C: 0.43891 1.45465 -1.38656
O: 0.18732 1.47710 -2.56442
H: 2.71435 3.47169 0.09736
H: 2.71233 4.73358 -1.13718
H: 2.56361 3.04039 -1.60857
H: 0.36609 4.13077 -1.74442
H: 0.77662 5.92864 -0.08884
H: 0.76437 4.74915 1.21973
H: -1.43606 5.87309 1.03817
H: -1.56317 5.38092 -0.65266
H: -2.87156 3.84873 0.77021
H: -1.45061 3.50731 1.75283
H: -1.78649 2.88138 -1.22418
H: -1.79437 1.69671 0.08485
H: 0.60246 2.35741 1.74995
H: 1.87707 -1.45022 -0.62074
H: 1.54452 -0.83610 -2.28079
H: 0.60416 -3.18219 -2.08443
H: -1.61796 -4.10904 -2.60927
H: -2.24569 -2.97140 -1.38646
H: -0.33719 -5.31333 -0.86967
H: -2.04606 -5.22402 -0.38061
H: -2.68439 -3.69545 1.51125
H: -1.87097 -2.37188 3.45411
H: 0.58086 -1.90460 3.63625
H: 2.08297 -2.79594 1.87070

Density functional theory data (ωB97M-V/def2-TZVPD) for a cluster of 2 separate species, C18H24N4O5 in total at a distorted geometry.

Computed properties:
energy relative to the best compared isomer or geometry (same formula, charge and spin)	0.0	kJ/mol
SMILES	CNC(=O)[C@H](Cc1ccc(O)cc1)NC(C)=O.CCOC(=O)c1cn[nH]c1
LUMO	0.65	eV
Kohn-Sham gap	9.259	eV
HOMO energy	-0.3165	Ha

Atoms and positions in Å:
C: -3.25825 3.78769 -2.66448
N: -1.94120 3.47397 -3.22149
C: -1.17241 2.41841 -2.93177
O: -0.13564 2.23861 -3.56174
C: -1.58520 1.43326 -1.82225
C: -0.43985 1.17447 -0.83065
C: -0.79726 0.19174 0.26933
C: -1.65734 0.59014 1.31093
C: -2.02423 -0.32558 2.31516
C: -1.52892 -1.64688 2.27512
O: -1.87661 -2.53688 3.23980
C: -0.66165 -2.04340 1.23680
C: -0.29629 -1.12437 0.23507
N: -2.02690 0.15695 -2.39244
C: -3.28031 -0.29053 -2.34475
C: -3.52235 -1.67437 -2.90101
O: -4.21125 0.35812 -1.88323
H: -3.91656 2.91831 -2.74470
H: -3.16587 4.06979 -1.61422
H: -3.70869 4.61575 -3.21464
H: -1.58322 4.06981 -3.95267
H: -2.40118 1.87023 -1.24911
H: 0.42851 0.79849 -1.37436
H: -0.15424 2.12234 -0.37299
H: -2.04784 1.59792 1.33046
H: -2.69034 -0.01919 3.10642
H: -2.54605 -2.18679 3.82799
H: -0.27804 -3.05208 1.22626
H: 0.37426 -1.42892 -0.55577
H: -1.32459 -0.42876 -2.81338
H: -4.54434 -1.97326 -2.67194
H: -3.37775 -1.65889 -3.97947
H: -2.82941 -2.37581 -2.43910
C: 1.73551 1.28107 2.87409
C: 1.85145 -0.20227 3.21530
O: 2.51988 -0.91606 2.16284
C: 3.87595 -0.86754 2.14475
O: 4.58383 -0.25530 2.93934
C: 4.53863 -1.62126 1.09691
C: 3.86596 -2.32916 0.03422
N: 4.73919 -2.93688 -0.73914
N: 5.96194 -2.64150 -0.20684
C: 5.87131 -1.83755 0.91782
H: 2.72397 1.74878 2.83855
H: 1.25114 1.40878 1.90207
H: 1.13652 1.79340 3.63261
H: 2.36622 -0.32760 4.17498
H: 0.84709 -0.61738 3.33438
H: 2.78922 -2.36119 -0.10570
H: 6.84479 -2.98082 -0.59410
H: 6.67841 -1.45781 1.54073

Density functional theory data (ωB97M-V/def2-TZVPD) for a structure of composition C18H24N5O3TeZr at a distorted geometry.

Computed properties:
energy relative to the best compared isomer or geometry (same formula, charge and spin)	5.5	kJ/mol
LUMO	-10.87	eV
Kohn-Sham gap	5.740	eV
charge	+3
HOMO energy	-0.6103	Ha

Atoms and positions in Å:
Zr: -0.10794 0.25412 0.17488
C: 3.80033 -1.66328 0.96956
C: 2.63791 -0.75286 0.89572
N: 1.51889 -1.05780 0.28895
N: 1.35472 -2.24414 -0.36685
C: 0.21801 -2.28451 -1.02722
O: -0.63194 -1.24098 -0.91342
C: -0.07133 -3.36938 -1.92675
C: 0.81389 -4.45722 -2.02843
C: 0.56079 -5.46142 -2.93740
C: -0.56406 -5.39107 -3.75493
C: -1.45340 -4.32407 -3.65257
C: -1.21451 -3.31848 -2.74130
C: 2.61572 0.60025 1.48116
C: 3.68674 1.15710 2.15447
C: 3.57726 2.44415 2.67120
C: 2.38545 3.14061 2.50902
C: 1.35307 2.53364 1.82356
N: 1.44979 1.29390 1.30531
H: 3.58209 -2.57422 0.42078
H: 4.69246 -1.19198 0.54943
H: 4.03253 -1.91988 2.00703
H: 1.67978 -4.49048 -1.38345
H: 1.23556 -6.30213 -3.01882
H: -0.75197 -6.17497 -4.47662
H: -2.32668 -4.29725 -4.28939
H: -1.90342 -2.48875 -2.64367
H: 4.60119 0.59182 2.27554
H: 4.41077 2.89822 3.19157
H: 2.25896 4.13905 2.90405
H: 0.40852 3.04800 1.67630
C: -4.51293 0.61960 -0.88512
O: -3.40985 0.77938 -1.83120
C: -2.22508 1.03415 -1.43731
O: -1.85960 1.19603 -0.22683
N: -1.31026 1.12395 -2.41752
N: 0.04189 1.36231 -2.07034
H: -5.38836 1.02636 -1.37899
H: -4.31345 1.15091 0.04030
H: -4.65361 -0.44405 -0.70970
H: -1.61008 1.09930 -3.38455
H: 0.26174 2.34286 -2.24048
H: 0.62584 0.81933 -2.70385
C: -0.12043 -1.54495 3.79519
Te: -1.59578 -0.87895 2.37701
C: -1.85664 1.07068 3.27843
H: 0.83421 -1.05835 3.62209
H: -0.02595 -2.62359 3.69549
H: -0.50577 -1.31187 4.78466
H: -2.68422 1.01916 3.98060
H: -2.09038 1.79796 2.50364
H: -0.94397 1.33132 3.80830

Density functional theory data (ωB97M-V/def2-TZVPD) for a structure of composition C18H25Br2N3O3PSZr.

Computed properties:
energy relative to the best compared isomer or geometry (same formula, charge and spin)	24.0	kJ/mol
LUMO	-9.09	eV
Kohn-Sham gap	7.036	eV
charge	+3
HOMO energy	-0.5928	Ha

Atoms and positions in Å:
Zr: 0.43124 0.22339 -0.44998
C: -2.05430 -2.05032 -1.91011
C: -1.92594 -2.18944 -0.42525
C: -2.71468 -3.13787 0.23645
C: -2.66251 -3.27873 1.59951
C: -1.81654 -2.44489 2.35280
C: -1.70141 -2.45818 3.77455
Br: -2.70278 -3.67474 4.78544
C: -0.86571 -1.58260 4.41365
C: -0.09907 -0.65901 3.67392
Br: 1.04426 0.54176 4.54624
C: -0.18301 -0.63840 2.30890
O: 0.50512 0.20081 1.49522
C: -1.04192 -1.52140 1.63550
N: -1.07282 -1.39744 0.25069
H: -2.89491 -2.63761 -2.26971
H: -1.15842 -2.40910 -2.41853
H: -2.23203 -1.01108 -2.19202
H: -3.37753 -3.75752 -0.35012
H: -3.27750 -4.01524 2.10063
H: -0.78661 -1.59207 5.49192
N: 0.28079 -0.40770 -4.82613
C: 1.14051 -1.43490 -4.51411
C: 1.29033 -1.39328 -3.16925
N: 0.52438 -0.34947 -2.65690
C: -0.06779 0.21956 -3.70578
H: -0.02619 -0.15896 -5.75718
H: 1.56226 -2.08356 -5.26232
H: 1.88986 -2.02943 -2.54113
H: -0.73559 1.06504 -3.67709
C: 0.19928 4.54936 0.25267
P: -1.05451 3.30516 0.05216
C: -1.71293 2.83500 1.63791
C: -2.35439 3.89953 -1.00372
O: -0.40123 2.03563 -0.63355
H: -0.24693 5.45076 0.67788
H: 0.63079 4.79593 -0.71800
H: 0.97765 4.19665 0.93018
H: -2.15696 3.71387 2.11036
H: -0.91508 2.45241 2.27683
H: -2.48780 2.07628 1.51711
H: -2.81745 4.77155 -0.53654
H: -3.11567 3.13053 -1.13722
H: -1.95018 4.19544 -1.97198
C: 5.07359 -0.07606 -0.58235
S: 3.69510 0.29461 0.47379
C: 3.70433 -1.11112 1.56052
O: 2.45927 0.03605 -0.48005
H: 4.97700 -1.08254 -0.98508
H: 5.97099 0.01529 0.03279
H: 5.10103 0.67385 -1.37049
H: 4.61897 -1.04118 2.15301
H: 3.68899 -2.03309 0.98117
H: 2.84465 -1.02152 2.22278

Density functional theory data (ωB97M-V/def2-TZVPD) for the molecule C18H25ClN2O4S at a distorted geometry.

Computed properties:
energy relative to the best compared isomer or geometry (same formula, charge and spin)	19.5	kJ/mol
SMILES	CCOc1ccc(Cl)cc1S(=O)(=O)N1CCC(C(=O)N2CCCC2)CC1
LUMO	0.45	eV
Kohn-Sham gap	9.356	eV
HOMO energy	-0.3272	Ha

Atoms and positions in Å:
C: -0.22991 4.20321 -1.21574
C: 0.83301 3.67868 -2.17681
O: 1.35494 2.41896 -1.78238
C: 0.74676 1.27799 -2.14578
C: -0.50655 1.18649 -2.75772
C: -1.05639 -0.04355 -3.06990
C: -0.36123 -1.20822 -2.78629
Cl: -1.05390 -2.74530 -3.16665
C: 0.89185 -1.13942 -2.19693
C: 1.43041 0.08791 -1.87493
S: 3.08128 0.07921 -1.12966
O: 3.63127 -1.21571 -1.41038
O: 3.79699 1.23576 -1.56679
N: 2.90920 0.17454 0.50959
C: 2.36032 1.38146 1.07286
C: 0.83695 1.29767 1.28592
C: 0.35834 -0.15755 1.32408
C: -0.98162 -0.24982 2.05131
O: -1.28404 0.51435 2.95118
N: -1.80340 -1.24564 1.67290
C: -1.59829 -2.23501 0.63091
C: -2.90749 -3.02615 0.59864
C: -3.42274 -2.90420 2.03085
C: -3.05446 -1.46915 2.38364
C: 1.39656 -0.99556 2.07614
C: 2.70014 -1.03692 1.26956
H: -1.08960 3.53847 -1.17133
H: -0.56271 5.18349 -1.54562
H: 0.18638 4.29335 -0.21571
H: 0.45048 3.63131 -3.20245
H: 1.70231 4.34124 -2.16257
H: -1.06814 2.07504 -2.99662
H: -2.02740 -0.09586 -3.53690
H: 1.47522 -2.02376 -1.99644
H: 2.61882 2.18270 0.38115
H: 2.86895 1.56421 2.02485
H: 0.30718 1.82357 0.49300
H: 0.56658 1.76668 2.23400
H: 0.25981 -0.54366 0.30743
H: -1.39310 -1.76183 -0.33247
H: -0.75534 -2.88879 0.88247
H: -2.75347 -4.05651 0.28639
H: -3.60927 -2.55575 -0.09046
H: -4.49088 -3.09048 2.11252
H: -2.89335 -3.60009 2.68247
H: -2.90328 -1.29642 3.45030
H: -3.81394 -0.76363 2.02790
H: 1.56559 -0.53563 3.05110
H: 1.03750 -2.01181 2.24357
H: 2.70007 -1.85829 0.55201
H: 3.55360 -1.18161 1.94379

Going through the records in order, we get calculated total energy values of -1831.9389 -1185.9817 -1563.4779 -1145.1636 -1295.5641 -1513.9945 -7024.8430 -1969.7541 a.u..